Record 1
The following is a quantum chemistry calculation of a molecular structure, C25H27N6O5SW in a non-equilibrium geometry, from the Open Molecules 2025 dataset.

ΔE to the lowest compared entry with this formula, charge and spin ... 31.5 kcal per mole
HOMO level (spin up / spin down) ... -10.205 / -11.052 eV
HOMO-LUMO gap (spin up / spin down) ... 0.22049 / 0.24577 Ha
2S+1 ... 3
LUMO (spin up / spin down) ... -4.21 / -4.36 eV
Total charge ... +1

Positions of all 65 atoms, in Å:
W -0.00202 -0.43492 0.52181
N 0.78519 -2.50508 0.09025
C -0.11880 -3.28894 0.99444
C -0.73247 -2.31878 2.04258
O -0.40113 -2.35024 3.20914
N -1.65026 -1.42431 1.44475
C -2.31837 -0.55402 2.40639
C -1.70552 0.84366 2.49403
O -2.16783 1.74119 3.13290
O -0.59616 1.00510 1.72218
H 0.71693 -2.85357 -0.86737
H 1.74776 -2.59788 0.42777
H 0.37225 -4.06897 1.58048
H -0.92812 -3.71109 0.39131
H -2.27277 -1.00165 3.40821
H -3.37301 -0.44079 2.13068
C -2.46148 1.89884 -0.29708
O -1.33830 1.11358 -0.74482
C -0.70357 1.53618 -1.89588
C -1.30527 2.31683 -2.87647
C -0.57940 2.64791 -4.00895
C 0.73071 2.21152 -4.17053
C 1.33245 1.45352 -3.18446
C 0.61359 1.12087 -2.04315
N 1.18093 0.37279 -0.95133
N 2.42646 0.14370 -1.13652
C 3.23230 -0.31005 -0.12057
C 2.84852 -0.57342 1.19067
O 1.56957 -0.47166 1.60653
C 3.77032 -0.97115 2.18278
C 5.08215 -1.11380 1.83977
C 5.54145 -0.85997 0.52001
C 6.91052 -0.99676 0.19952
C 7.35350 -0.73312 -1.06452
C 6.43912 -0.32419 -2.05204
C 5.10772 -0.18592 -1.76788
C 4.62696 -0.45342 -0.47109
H -3.23336 1.89208 -1.06760
H -2.12906 2.91187 -0.06475
H -2.85729 1.42697 0.59175
H -2.31920 2.66493 -2.76516
H -1.04312 3.25486 -4.77189
H 1.28716 2.47513 -5.05562
H 2.35463 1.12626 -3.28712
H 3.40701 -1.15562 3.18015
H 5.79949 -1.43133 2.58385
H 7.59897 -1.30817 0.97077
H 8.39998 -0.83478 -1.30794
H 6.79344 -0.11263 -3.04920
H 4.42187 0.12783 -2.53719
C -3.53400 -1.92447 -4.02046
N -3.66442 -2.38387 -2.66018
C -4.91200 -2.95759 -2.17347
C -4.60299 -3.25736 -0.69375
N -3.20989 -2.84842 -0.56476
C -2.75501 -2.29508 -1.69466
S -1.21365 -1.60298 -1.89689
H -4.26619 -1.13912 -4.21682
H -3.70563 -2.75269 -4.70673
H -2.53249 -1.52996 -4.16965
H -5.16012 -3.86042 -2.73624
H -5.72454 -2.23723 -2.30561
H -4.70777 -4.32218 -0.47417
H -5.24185 -2.69743 -0.00824
H -2.75810 -2.52538 0.31462

Forces on atoms 1 to 2 (eV/Å):
-1.49 1.02 -2.01
0.19 -0.50 0.66

=====

Record 2
The following is a quantum chemistry calculation of 2 unconnected molecules or ions with the total composition C5H11O3 in a non-equilibrium geometry, from the Open Molecules 2025 dataset.

ΔE to the lowest compared entry with this formula, charge and spin ... 58.0 kcal per mole
HOMO level ... -3.789 eV
HOMO-LUMO gap ... 0.28072 Ha
LUMO ... 3.85 eV
Total charge ... -1

Positions of all 19 atoms, in Å:
C -2.55944 -0.06610 0.40429
C -1.55756 -1.11724 0.04975
O -1.04378 -1.81108 0.94155
O -1.09032 -1.14046 -1.18261
H -3.20812 0.13917 -0.45171
H -2.01302 0.91190 0.36101
H -3.02924 -0.14698 1.37732
C 1.55978 1.31240 -0.16628
C 0.85362 0.81637 1.24713
C 2.83683 0.38448 -0.25567
O 0.65450 1.12784 -1.09789
H 1.68423 2.43077 -0.05292
H 0.38150 -0.18170 1.18759
H 2.98192 0.40444 -1.41390
H 3.70840 0.87652 0.17437
H 2.54306 -0.61920 0.03523
H 0.66491 0.23645 -1.57698
H 0.16772 1.64741 1.17987
H 1.15605 0.91139 2.21642

Forces on atoms 1 to 2 (eV/Å):
0.20 1.92 -1.06
2.92 -0.74 -2.76

=====

Record 3
The following is a quantum chemistry calculation of 2 unconnected molecules or ions with the total composition C2H6OS2 in a non-equilibrium geometry, from the Open Molecules 2025 dataset.

ΔE to the lowest compared entry with this formula, charge and spin ... 38.3 kcal per mole
HOMO level ... -9.555 eV
HOMO-LUMO gap ... 0.34797 Ha
LUMO ... -0.09 eV

Positions of all 11 atoms, in Å:
S 2.06055 -0.54950 1.25828
S 3.21516 1.21645 1.90267
H 0.88860 0.02522 1.87072
H 2.90149 2.02176 0.95000
C -0.97000 0.52412 -1.26916
C -1.58332 -0.63271 -0.90607
O -1.06992 -1.90923 -0.51951
H -1.49051 1.43936 -1.38163
H -0.02649 0.40877 -1.85986
H -2.55312 -0.43209 -0.38356
H -1.37244 -2.11216 0.33813

Forces on atoms 1 to 2 (eV/Å):
-0.85 2.74 1.45
-0.17 -2.44 0.87

=====

Record 4
The following is a quantum chemistry calculation of a gas-phase ion, C7H7BrN3OS (charge +1) in a non-equilibrium geometry, from the Open Molecules 2025 dataset.

ΔE to the lowest compared entry with this formula, charge and spin ... 33.0 kcal per mole
HOMO level ... -12.770 eV
HOMO-LUMO gap ... 0.30531 Ha
LUMO ... -4.46 eV
Total charge ... +1

Positions of all 20 atoms, in Å:
C 0.58036 -2.80846 -0.60303
C -1.25161 -0.87738 1.82502
C -0.33846 -0.94152 0.73792
C -1.23610 1.52307 1.84998
C -1.74592 0.31442 2.32836
C 0.00040 0.34722 0.25131
C 1.13334 2.31040 -1.70223
N -0.11113 -2.11561 0.09559
N -0.40743 1.44936 0.82369
N 1.41206 -3.39693 -1.24489
O 0.58575 -0.02954 -2.31829
S 1.32034 0.59374 -1.01688
Br -3.06217 0.13981 3.58356
H -1.54009 -1.80970 2.40140
H 0.80646 -0.86909 -2.67300
H -1.33136 2.43840 2.26834
H 1.68876 2.95576 -1.08185
H 0.07012 2.56246 -1.66812
H 1.59949 2.57712 -2.75718
H 1.82720 -4.36353 -1.09971

Forces on atoms 1 to 2 (eV/Å):
1.37 0.14 1.09
0.41 -1.46 0.42

=====

Record 5
The following is a quantum chemistry calculation of a molecular structure, C32H48AuFN3O3Si3 in a non-equilibrium geometry, from the Open Molecules 2025 dataset.

HOMO level ... -9.935 eV
HOMO-LUMO gap ... 0.24554 Ha
LUMO ... -3.25 eV
Total charge ... +1

Positions of all 91 atoms, in Å:
Au 1.40091 -1.73557 -2.00141
F -1.08224 4.03054 1.89009
C -1.75991 2.86657 1.68094
C -1.17243 1.89920 0.91780
C -1.81790 0.67802 0.72825
C -1.11795 -0.38736 -0.01591
O 0.01992 -0.18151 -0.44631
C -1.85155 -1.60729 -0.16733
C -3.09608 -1.70201 0.36550
N -3.73018 -0.72689 1.06992
C -5.05002 -0.95135 1.60938
C -5.40798 -2.30332 2.13637
C -5.20015 -1.16325 3.09021
C -3.08621 0.47857 1.28503
C -3.67932 1.49960 2.03843
C -3.01738 2.69289 2.27559
N -3.65061 3.65750 3.10303
C -3.34482 5.06903 3.02645
C -2.27364 5.51899 4.01618
N -2.67048 5.06252 5.39973
C -2.90750 3.57485 5.44127
C -4.01378 3.25188 4.44423
C -1.28547 -2.86935 -0.79437
O -1.56890 -3.92359 -0.24099
O -0.60474 -2.74179 -1.87362
H -0.19976 2.05628 0.46771
H -3.64455 -2.62573 0.25086
H -5.82785 -0.39266 1.10109
H -4.65747 -3.08033 2.12278
H -6.41552 -2.64519 1.95194
H -4.28591 -1.18350 3.66849
H -6.05714 -0.73080 3.58811
H -4.67868 1.37267 2.42736
H -4.26824 5.62668 3.22947
H -3.02561 5.33710 2.02343
H -2.17187 6.60272 4.04563
H -1.30954 5.06514 3.80319
H -3.53582 5.53737 5.66922
H -1.96026 5.33404 6.07973
H -3.15860 3.30209 6.46499
H -1.96967 3.09982 5.15372
H -4.93489 3.76833 4.74278
H -4.21523 2.18458 4.48041
C 1.91025 -0.97415 -5.27399
Si 0.92576 -0.36646 -3.82094
C -0.90879 -0.56479 -4.00756
C 1.42072 1.34910 -3.30096
C 2.76371 1.72406 -3.25105
C 3.13438 3.00935 -2.88966
C 2.16076 3.94405 -2.56917
C 0.81896 3.59204 -2.61252
C 0.45433 2.30270 -2.97104
H 1.68939 -0.33893 -6.13707
H 1.65197 -2.00324 -5.52377
H 2.98143 -0.92701 -5.07924
H -1.21639 -0.02743 -4.91056
H -1.45340 -0.17556 -3.14831
H -1.16739 -1.61774 -4.10274
H 3.53381 1.00082 -3.49650
H 4.18093 3.28356 -2.85950
H 2.44894 4.94955 -2.29025
H 0.05765 4.32559 -2.37749
H -0.59655 2.03946 -2.99824
C 2.42825 -5.07186 -0.49360
Si 3.18647 -4.23067 -1.98082
C 2.16327 -4.62636 -3.50039
C 4.92333 -4.87951 -2.27916
C 3.35364 -2.35312 -1.74902
Si 3.97101 -1.48186 -0.19509
C 3.59787 0.35175 -0.19590
C 3.18808 -2.23173 1.34023
C 5.83989 -1.64597 -0.09970
H 2.31212 -6.13554 -0.71496
H 1.43229 -4.68359 -0.26374
H 3.04979 -4.98123 0.39744
H 2.11016 -5.70567 -3.65902
H 2.60801 -4.17494 -4.39105
H 1.14064 -4.25822 -3.39324
H 4.93266 -5.97167 -2.27122
H 5.63108 -4.53997 -1.52135
H 5.29180 -4.55057 -3.25317
H 3.98625 -2.01581 -2.58088
H 2.56660 0.55278 0.10377
H 3.73756 0.77591 -1.18726
H 4.27150 0.87132 0.49039
H 2.13975 -2.49314 1.17588
H 3.22898 -1.51651 2.16502
H 3.70358 -3.13866 1.65933
H 6.31658 -0.97728 -0.82005
H 6.18715 -2.65906 -0.30641
H 6.19619 -1.36932 0.89518

Forces on atoms 1 to 2 (eV/Å):
-0.94 -1.15 1.11
0.02 -0.02 -0.01

=====

Record 6
The following is a quantum chemistry calculation of a molecular structure, C10H30CaF2O5, from the Open Molecules 2025 dataset.

ΔE to the lowest compared entry with this formula, charge and spin ... 0.0 kcal per mole
HOMO level ... -9.556 eV
HOMO-LUMO gap ... 0.37552 Ha
LUMO ... 0.66 eV

Positions of all 48 atoms, in Å:
Ca -0.11587 0.20707 -0.06693
F -1.83965 1.47870 0.58975
F 1.80010 -0.75253 -0.70155
C -1.17572 -1.32340 4.13630
C -0.82021 -0.13339 3.27403
O 0.13354 -0.46311 2.25315
H -1.44397 -2.17616 3.50520
H -2.04395 -1.07980 4.74881
H -0.35307 -1.63297 4.78492
H -0.43344 0.68618 3.89020
H -1.69065 0.24400 2.73851
H 0.90362 -0.89512 2.63314
C 0.93976 2.48310 -4.01538
C 1.32344 1.78101 -2.73843
O 0.28658 1.89492 -1.74062
H 1.66374 2.27074 -4.80498
H 0.88905 3.56480 -3.88054
H -0.03579 2.13335 -4.36194
H 2.26153 2.17794 -2.34238
H 1.46630 0.71185 -2.88079
H 0.20333 2.81325 -1.46400
C -0.11589 -4.11071 1.39139
C -0.19644 -3.33271 0.09269
O -1.06762 -2.18825 0.17885
H 0.43881 -3.55725 2.14850
H 0.41641 -5.04868 1.21521
H -1.11151 -4.35564 1.76419
H -0.54743 -3.98161 -0.71456
H 0.77303 -2.91282 -0.16924
H -1.95937 -2.48073 0.38626
C -3.07576 1.25957 -2.51862
C -2.74540 -0.15205 -2.11341
O -1.35661 -0.42983 -2.10464
H -4.13462 1.35133 -2.76182
H -2.48136 1.55623 -3.38767
H -2.83564 1.92817 -1.69125
H -3.27363 -0.88975 -2.73214
H -3.07553 -0.31061 -1.08426
H -1.01407 -0.35440 -2.99996
C 3.45021 0.95479 1.65240
C 2.71594 1.95710 0.79040
O 1.29276 1.92067 0.98524
H 4.50603 0.91552 1.37087
H 3.03269 -0.04005 1.50623
H 3.41168 1.23094 2.71267
H 2.88072 1.73183 -0.25954
H 3.08501 2.97093 0.98535
H 1.06894 2.37753 1.80040

Forces on atoms 1 to 2 (eV/Å):
-0.11 -0.10 0.01
0.52 -0.56 -0.17